Arrangement 1

14
Properties=species:S:1:pos:R:3 method="wB97M-V/def2-TZVPD" charge=+1
C -2.5346 -0.5891 0.1270
C -1.4379 0.3746 0.0168
C -0.7897 1.4413 0.3927
C 0.0609 0.6446 -0.4477
N 1.4259 0.1698 0.1068
C 2.6116 0.0606 0.0803
N 3.8803 -0.1709 0.0505
H -3.0732 -0.3870 -0.7887
H -3.1701 -0.2771 0.9079
H -2.2995 -1.6096 0.2200
H -0.7964 2.5131 0.7622
H 0.3979 1.0520 -1.4850
H 4.7354 0.3635 0.4259
H 4.0358 -1.1220 -0.2705


Arrangement 2

14
Properties=species:S:1:pos:R:3 method="wB97M-V/def2-TZVPD" charge=+1
C -1.6430 0.9738 0.6895
C 0.3813 0.0896 1.4786
C -2.5456 0.8942 1.5830
C -0.3396 0.9167 0.1174
C 0.2125 -0.6067 0.2639
N -3.5668 0.6951 2.2201
N 1.5094 -0.9823 -0.6876
H -0.1286 1.2576 -0.9022
H 0.4382 1.4516 0.6265
H -0.5021 -1.3500 -0.0317
H -3.9286 1.4692 2.7783
H 2.0856 -1.7592 -0.4244
H 2.0401 -0.1684 -0.7772
H 1.1831 -1.2928 -1.6964


Tell me which of them is the least stable. Sure, it is arrangement 2.


Arrangement 1

16
Properties=species:S:1:pos:R:3 method="wB97M-V/def2-TZVPD" charge=+1
C -2.6522 -0.3492 0.0648
N -1.2146 -0.4460 -0.0240
C -0.3437 0.1632 -0.6795
C 1.2790 0.2047 -0.4510
N 2.0852 -0.9187 0.2042
N 1.1621 1.2732 0.5063
H -3.3232 0.4343 -0.4270
H -2.9203 -1.3781 -0.0506
H -2.8532 -0.3192 1.0753
H -0.6997 -1.1724 0.4422
H -0.5204 0.8913 -1.4551
H 1.6811 0.5775 -1.3963
H 2.8271 -0.4817 0.7646
H 2.5225 -1.4733 -0.4670
H 1.8158 2.0876 0.4204
H 1.1543 0.9068 1.4729


Arrangement 2

16
Properties=species:S:1:pos:R:3 method="wB97M-V/def2-TZVPD" charge=+1
C -2.2176 -0.6699 1.4069
N -1.5616 -0.9441 0.3537
H -3.0990 -1.2547 1.6467
H -1.9230 0.1448 2.0577
H -0.5480 -0.5520 0.2023
H -1.8411 -1.7861 -0.1435
C 0.2394 1.6137 -0.3450
N 0.8388 0.3284 0.0606
C 1.6345 -0.3140 -0.9180
N 2.5794 -1.0747 -0.5945
H 0.9294 2.4498 -0.2593
H -0.1535 1.5073 -1.3521
H -0.5983 1.8177 0.3233
H 1.3901 0.3381 0.9233
H 1.3902 -0.0488 -1.9512
H 2.9404 -1.5555 -1.4107


Arrangement 3

16
Properties=species:S:1:pos:R:3 method="wB97M-V/def2-TZVPD" charge=+1
N 1.4219 0.4325 1.3814
C 0.5393 -0.4428 0.7978
N 1.1777 -0.8217 -0.5274
C -1.1722 0.0782 0.3034
C -1.1916 1.0130 -0.8801
N -1.2178 -0.3767 -1.0783
H 1.1769 0.4066 2.3845
H 1.3613 1.4298 1.0792
H 0.4489 -1.4726 1.3308
H 1.7802 -1.6485 -0.3699
H 1.8954 -0.0385 -0.6689
H 0.3992 -0.9114 -1.1795
H -1.9595 -0.3174 1.0136
H -2.0752 1.5319 -0.8922
H -0.4574 1.7025 -1.1952
H -2.1272 -0.5647 -1.4992


Arrangement 4

16
Properties=species:S:1:pos:R:3 method="wB97M-V/def2-TZVPD" charge=+1
N -0.9677 2.0905 0.3546
C -0.9413 1.8807 -0.9294
N 0.0684 1.3829 -1.5854
H -0.1541 1.9606 0.9387
H -1.8602 2.1907 0.8143
H -1.8763 1.9771 -1.4641
H -0.0077 1.2021 -2.5748
H 0.8210 0.8985 -1.0945
C 0.9180 -2.0480 -0.2108
C 0.1405 -1.2213 1.8108
N -0.1421 -1.4809 0.6092
H 0.6100 -3.0269 -0.5722
H 1.8834 -2.1332 0.2906
H 1.0286 -1.4191 -1.0944
H -0.6186 -0.7695 2.4415
H 1.0982 -1.4840 2.2660


Tell me which of them is the least stable. Sure, it is arrangement 3.


Arrangement 1

16
Properties=species:S:1:pos:R:3 method="wB97M-V/def2-TZVPD" charge=+1
C 2.1520 -0.0673 0.1744
N 0.7311 0.0032 0.4226
C -0.1243 0.7308 -0.4701
N -1.2466 1.3129 0.2308
C -0.2648 -0.7688 -0.5024
N -1.4249 -1.1612 0.2772
H 2.5321 0.9341 -0.0249
H 2.6199 -0.4485 1.0801
H 2.4195 -0.7118 -0.6682
H 0.3001 1.2714 -1.3121
H -1.8228 1.9005 -0.3638
H -0.9474 1.8510 1.0394
H 0.1163 -1.4100 -1.2792
H -1.1793 -1.6901 1.1174
H -2.1295 -1.6667 -0.2649
H -1.7313 -0.0797 0.5439


Arrangement 2

16
Properties=species:S:1:pos:R:3 method="wB97M-V/def2-TZVPD" charge=+1
C 1.8407 -0.4346 0.4184
C 1.6463 -0.6051 -0.8808
C -1.6220 -0.2594 -0.5653
N -0.9124 0.7934 -0.6828
N -1.9901 -0.9528 0.5580
N -0.2093 1.5581 0.3607
H 2.0209 -1.2083 1.1416
H 2.0873 0.5575 1.0108
H 1.7002 0.1728 -1.5383
H 1.4114 -1.5752 -1.2346
H -2.0999 -0.4377 -1.5858
H -2.3137 -1.8636 0.3326
H -1.4121 -0.7614 1.3881
H 0.7248 1.0336 0.2075
H -0.6909 1.4637 1.2131
H -0.1811 2.5192 -0.1431


Tell me which of them is the least stable. Sure, it is arrangement 2.


Arrangement 1

16
Properties=species:S:1:pos:R:3 method="wB97M-V/def2-TZVPD" charge=+1
O -1.8994 0.9640 1.4373
C -1.4030 1.4408 0.4184
C -0.7070 0.5972 -0.6244
N -0.1560 -0.6118 0.2361
C -0.2731 -1.7940 -0.6577
H -1.5297 2.5173 0.1681
H -1.4756 0.4327 -1.3154
H 0.0850 0.8570 -1.3283
H 0.8785 -0.1987 0.4092
H -0.7558 -0.5392 1.0958
H 0.1941 -1.4632 -1.5712
H -1.3624 -2.0975 -0.6330
H 0.3421 -2.6162 -0.1493
H 2.9520 1.0175 1.4950
H 2.7954 0.8958 0.1362
O 2.3150 0.5983 0.8833


Arrangement 2

16
Properties=species:S:1:pos:R:3 method="wB97M-V/def2-TZVPD" charge=+1
O 1.2173 -0.0733 0.7418
C 2.1001 -0.9651 0.8389
O 2.9167 -1.2134 -0.2248
H 2.2377 -1.5919 1.7759
H 3.4606 -1.9819 -0.0328
C -2.1322 0.1925 0.3846
N -0.9054 0.9363 0.0381
C -0.2716 0.6388 -1.2055
H -2.5136 0.6352 1.3139
H -1.8986 -0.8146 0.7262
H -2.7755 0.1649 -0.5593
H -0.9006 1.9916 0.3833
H -0.1266 0.4718 0.4921
H -1.0017 0.6426 -2.0277
H 0.4928 1.3711 -1.3404
H 0.1006 -0.4046 -1.3041


Tell me which of them is the least stable. Sure, it is arrangement 1.


Arrangement 1

This record from the OMol25 dataset describes one molecule with the formula C3H7ClN2. The level of theory is ωB97M-V/def2-TZVPD.

Structure (XYZ):
```
13
C3H7ClN2 (ωB97M-V/def2-TZVPD)
C 2.3820 -0.2003 -0.1358
N 1.0104 -0.9388 -0.0419
N 0.0393 -0.0382 -0.0582
C -1.0760 -0.2468 0.5337
C -2.0360 0.8523 0.1627
Cl -3.3636 0.5158 -1.1438
H 2.9499 -0.0260 0.8168
H 3.2088 -0.8967 -0.8815
H 1.8145 0.5859 -1.0358
H 0.8020 -1.7264 0.3987
H -1.5569 -1.0847 0.8436
H -1.5993 1.7673 -0.4801
H -2.5749 1.4367 1.0217
```


Arrangement 2

This record from the OMol25 dataset describes one molecule with the formula C3H7ClN2. The level of theory is ωB97M-V/def2-TZVPD.

Structure (XYZ):
```
13
C3H7ClN2 (ωB97M-V/def2-TZVPD)
H 0.1211 1.6510 -2.1439
N 0.7521 0.8557 -2.2451
C 0.4022 -0.1967 -1.5139
N -0.8076 -0.3195 -0.7190
C -0.5787 -0.8228 0.6774
C 0.3753 0.2246 1.4465
Cl -0.3767 1.7364 1.8141
H 0.9564 -1.1605 -1.7314
H -1.5177 0.4535 -0.7237
H -1.4416 -1.0092 1.3382
H -0.0706 -1.7655 0.6465
H 1.2553 0.4376 0.7873
H 0.9306 -0.0844 2.3670
```


Tell me which of them is the least stable. Sure, it is arrangement 1.


Arrangement 1

This record from the OMol25 dataset describes one molecule with the formula C3H3N3O. The level of theory is ωB97M-V/def2-TZVPD.

Structure (XYZ):
```
10
C3H3N3O (ωB97M-V/def2-TZVPD)
O 2.5343 0.6695 0.0482
C 1.8317 -0.2955 0.2268
N 0.3444 -0.2788 0.1027
C -0.2017 0.8813 -0.3158
N -1.5037 0.8889 -0.4007
C -1.8733 -0.3802 0.0037
N -0.9051 -1.2102 0.3400
H 2.2674 -1.2620 0.4892
H 0.4202 1.7380 -0.5691
H -2.9142 -0.7509 0.0750
```


Arrangement 2

This record from the OMol25 dataset describes one molecule with the formula C3H3N3O. The level of theory is ωB97M-V/def2-TZVPD.

Structure (XYZ):
```
10
C3H3N3O (ωB97M-V/def2-TZVPD)
N 2.2606 0.3356 1.0394
C 1.4524 0.7635 0.2244
N 0.5612 1.2087 -0.4935
N -0.0670 0.3552 -1.3886
C -0.9916 -0.3942 -0.9291
C -1.5246 -0.4736 0.4729
O -1.4226 0.3992 1.2994
H 3.2294 0.2943 0.7393
H -1.4354 -1.0709 -1.6583
H -2.0623 -1.4178 0.6942
```


Tell me which of them is the least stable. Sure, it is arrangement 2.


Arrangement 1

This record from the OMol25 dataset describes a 2-piece molecular cluster, C3H3N3O overall. The level of theory is ωB97M-V/def2-TZVPD.

Structure (XYZ):
```
10
C3H3N3O (ωB97M-V/def2-TZVPD)
N -1.6927 0.7248 0.9356
C -1.0947 0.7806 -0.1139
C -0.2557 0.8070 -1.1428
C 0.7167 -0.2903 -1.1436
O 0.6826 -1.2167 -0.3579
H -2.4874 0.1060 1.0566
H -0.2980 1.5604 -1.9195
H 1.5041 -0.2410 -1.9175
N 0.9516 -1.2504 2.4565
N 1.9734 -0.9804 2.1465
```


Arrangement 2

This record from the OMol25 dataset describes one molecule with the formula C3H3N3O. The level of theory is ωB97M-V/def2-TZVPD.

Structure (XYZ):
```
10
C3H3N3O (ωB97M-V/def2-TZVPD)
O 2.0699 -0.3005 0.3071
C 0.7670 -0.0665 0.1621
C 0.2646 1.2456 0.0422
N -1.0124 1.4465 -0.2111
N -1.8301 0.3979 -0.3583
C -1.3119 -0.8052 -0.1790
N -0.0386 -1.1001 0.1036
H 2.1543 -1.2708 0.2960
H 0.9073 2.1153 0.1427
H -1.9631 -1.6654 -0.2996
```


Tell me which of them is the least stable. Sure, it is arrangement 2.


Arrangement 1

This record from the OMol25 dataset describes one molecule with the formula C3H3N3O. The level of theory is ωB97M-V/def2-TZVPD.

Structure (XYZ):
```
10
C3H3N3O (ωB97M-V/def2-TZVPD)
H 1.9321 1.7428 0.4898
N 0.9111 1.6376 0.4214
C 0.6159 0.4136 0.1264
C -0.8566 0.0320 -0.0242
N -1.7554 0.9446 0.1625
H -1.2443 1.8175 0.3935
O -1.2314 -1.2044 -0.3401
C -0.2979 -2.1212 -0.5274
N 0.5474 -2.8991 -0.6836
H 1.3791 -0.3634 -0.0184
```


Arrangement 2

This record from the OMol25 dataset describes one molecule with the formula C3H3N3O. The level of theory is ωB97M-V/def2-TZVPD.

Structure (XYZ):
```
10
C3H3N3O (ωB97M-V/def2-TZVPD)
O 0.4661 -1.3239 2.0405
C 0.4439 -1.3641 0.8505
N 0.1477 -0.3236 -0.0236
C 0.2619 -0.0947 -1.3242
N -0.3141 1.0560 -1.6815
C -0.7358 1.5125 -0.4954
N -0.3563 0.8007 0.5173
H 0.7670 -2.1096 0.1761
H 0.5695 -0.8594 -2.0853
H -1.2267 2.5065 -0.2855
```


Tell me which of them is the least stable. Sure, it is arrangement 1.


Arrangement 1

This record from the OMol25 dataset describes a 2-piece molecular cluster, C3H3N3O overall. The level of theory is ωB97M-V/def2-TZVPD.

Structure (XYZ):
```
10
C3H3N3O (ωB97M-V/def2-TZVPD)
N -0.6670 1.8531 -0.8364
C -0.3023 0.7272 -0.6090
C 0.2735 -0.4722 -0.6011
C 1.4492 -0.6711 0.2328
O 1.7594 0.0472 1.1639
H -1.3859 2.3611 -0.3413
H -0.1210 -1.2529 -1.2416
H 2.0872 -1.5257 -0.0738
N -1.7767 -0.0359 1.1609
N -1.3282 -1.0428 1.1177
```


Arrangement 2

This record from the OMol25 dataset describes one molecule with the formula C3H3N3O. The level of theory is ωB97M-V/def2-TZVPD.

Structure (XYZ):
```
10
C3H3N3O (ωB97M-V/def2-TZVPD)
O 1.9838 -0.3197 -0.2775
C 0.6708 -0.1007 -0.0230
C 0.3196 1.2832 0.2306
N -0.9322 1.5637 -0.0049
N -2.0378 1.6724 -0.2334
C -1.2824 -1.6213 -0.3110
N -0.1988 -1.0302 -0.0046
H 2.0961 -1.2571 -0.4899
H 0.9931 2.0602 0.5710
H -1.6122 -2.2507 0.5427
```


Arrangement 3

This record from the OMol25 dataset describes a 2-piece molecular cluster, C3H3N3O overall. The level of theory is ωB97M-V/def2-TZVPD.

Structure (XYZ):
```
10
C3H3N3O (ωB97M-V/def2-TZVPD)
N 1.7210 -0.6614 0.8485
C 1.0779 -0.4162 -0.1673
N -0.8156 0.7327 -1.1397
N -1.4599 1.0948 -2.1019
O -1.4875 -0.7063 3.0179
C -1.3015 -0.0812 2.0907
C 0.2927 -0.2165 -1.2000
H 2.5578 -0.0919 0.9778
H -1.0122 1.0419 -0.1655
H 0.4272 -0.6959 -2.1605
```


Arrangement 4

This record from the OMol25 dataset describes C3H3N3O as an isolated structure. The level of theory is ωB97M-V/def2-TZVPD.

Structure (XYZ):
```
10
C3H3N3O (ωB97M-V/def2-TZVPD)
C 0.3751 0.2546 -0.5851
C 0.8914 -0.2939 1.3856
C -0.2745 -1.0460 0.8034
H -1.3376 0.4069 -1.8786
H 1.2858 0.2716 2.6091
H -0.8732 -1.9387 1.1862
N 0.2062 1.1833 -1.4597
N 1.3166 0.3850 0.3117
N -0.6010 -0.6808 -0.3513
O -0.9887 1.4579 -2.0213
```


Tell me which of them is the least stable. Sure, it is arrangement 4.


Arrangement 1

14
Properties=species:S:1:pos:R:3 method="wB97M-V/def2-TZVPD" charge=+1
C -1.7077 -0.6079 0.2096
N -0.3282 -0.1771 -0.0368
C -0.0159 0.9179 -0.6674
C 1.4205 1.2269 -0.4572
S 2.4085 -0.3132 0.3424
C 0.7721 -1.1449 0.4153
H -2.0073 -1.6511 0.3532
H -2.3083 -0.2570 -0.6159
H -2.1093 0.0083 1.0195
H -0.7456 1.5726 -1.0515
H 2.0314 1.7864 -1.1657
H 1.2291 1.9284 0.3683
H 0.8094 -2.0143 -0.1403
H 0.5513 -1.2750 1.4265


Arrangement 2

14
Properties=species:S:1:pos:R:3 method="wB97M-V/def2-TZVPD" charge=+1
C -0.8067 0.1318 1.1809
C 1.3148 -1.2015 -0.3590
C 0.6852 1.2811 -0.3909
C -0.7118 -0.8995 0.1594
N -0.6269 0.5082 -0.2183
S 2.0276 0.2148 0.4186
H -1.6991 0.3430 1.6382
H -0.0149 0.3790 1.8730
H 1.6150 -2.1312 0.0194
H 1.0149 -1.1803 -1.3542
H 0.7933 1.3600 -1.5097
H 0.6803 2.2564 0.2872
H -1.3895 -1.4649 -0.3897
H -1.2941 1.0448 -0.7335


Arrangement 3

14
Properties=species:S:1:pos:R:3 method="wB97M-V/def2-TZVPD" charge=+1
C -0.4974 2.1005 -1.0805
C 0.6276 2.5138 -1.9084
C -0.4382 -2.6795 1.6519
C -0.0266 -1.4245 1.1257
N 0.6349 1.6761 -0.6509
S 1.0516 -1.1907 -0.1668
H -1.4960 2.3927 -0.6560
H 0.8849 2.0671 -2.7364
H 0.9635 3.5454 -1.8770
H -0.8528 -2.8104 2.6384
H -1.4515 -2.7951 1.0122
H 0.0829 -3.4701 1.3023
H -0.4787 -0.5967 1.6109
H 0.9958 0.6713 -0.2655


Tell me which of them is the least stable. Sure, it is arrangement 3.


Arrangement 1

14
Properties=species:S:1:pos:R:3 method="wB97M-V/def2-TZVPD" charge=+1
C -1.6673 -1.1066 -0.1123
C -1.3445 1.2227 0.0697
C 0.4136 -0.3356 0.6632
C 1.3802 0.1053 -0.3576
N -0.9561 -0.0223 0.1654
S 3.0358 0.0591 0.0196
H -1.0793 -2.0801 -0.0848
H -2.6504 -1.1089 -0.5217
H -0.7742 2.1334 0.4238
H -2.2539 1.3391 -0.3486
H 0.4938 -1.5500 0.8434
H 0.5598 0.1038 1.6067
H 1.2337 0.5369 -1.2945
H 3.6089 0.7032 -1.0723


Arrangement 2

14
Properties=species:S:1:pos:R:3 method="wB97M-V/def2-TZVPD" charge=+1
C 2.7501 -0.1857 0.2742
C 1.7637 -0.3723 -0.5454
C -0.0817 -0.4993 0.2657
C -1.1396 0.0083 -0.5026
N -2.2493 0.7351 0.2370
S -1.0682 -1.8017 -0.4841
H 3.8327 -0.1345 -0.0306
H 2.7161 0.0435 1.4520
H 1.8792 -0.5271 -1.5288
H -0.0914 -0.3174 1.3893
H -0.9945 0.4203 -1.5802
H -3.0234 0.1638 0.5231
H -2.6283 1.3367 -0.4380
H -1.6655 1.1302 0.9682


Tell me which of them is the least stable. Sure, it is arrangement 1.


Arrangement 1

14
Properties=species:S:1:pos:R:3 method="wB97M-V/def2-TZVPD" charge=+1
C -0.0735 -1.5630 -0.0863
C -1.4194 -1.4119 -0.0551
C -0.2134 0.6484 0.2134
C 2.0337 -0.2795 0.0461
N 0.5949 -0.3886 0.0681
S -1.8497 0.2328 0.1652
H 0.4629 -2.4860 -0.2138
H -2.4686 3.6370 -0.2604
H -2.1619 -2.1792 -0.1514
H -2.2674 2.8851 -0.1889
H 0.1405 1.6536 0.3517
H 2.4818 -1.2614 0.1762
H 2.3631 0.1359 -0.9087
H 2.3770 0.3767 0.8440


Arrangement 2

14
Properties=species:S:1:pos:R:3 method="wB97M-V/def2-TZVPD" charge=+1
C 0.4570 -1.1326 0.3358
C 1.7523 -1.0600 0.0497
C 0.2989 1.3962 0.3509
C -1.4418 0.1104 -0.6508
N -0.4369 0.1797 0.3641
S 2.6506 0.3443 -0.2481
H -0.2832 -2.0185 0.3896
H 2.3163 -1.9777 -0.1027
H 0.1342 2.0865 -0.4092
H 0.5417 1.7862 1.3208
H -1.0825 0.2892 -1.6268
H -1.7659 -0.8716 -0.6000
H -2.2386 0.7790 -0.4700
H -0.9022 0.0888 1.2968


Tell me which of them is the least stable. Sure, it is arrangement 2.